1.
{"formula": "C3H8NO", "method": "wB97M-V/def2-TZVPD", "elements": ["C", "H", "H", "H", "H", "H", "H", "O", "C", "H", "C", "N", "H"], "coordinates": [[-0.37817, 0.17982, 1.71547], [0.20415, -1.26849, 0.21242], [0.66830, 0.27068, 1.99133], [0.19252, -0.87963, -2.20624], [-1.47633, -0.97085, 0.23919], [0.08282, 1.31158, -0.30058], [-0.83833, 1.17123, 1.72637], [1.88055, -0.27574, -1.23194], [0.69588, 0.00710, -1.73590], [-0.86939, -0.40944, 2.49606], [-0.51510, -0.45512, 0.35432], [-0.34110, 0.50264, -0.75016], [0.69421, 0.81621, -2.51032]], "lowdin_charge": [-0.131, 0.092, 0.064, 0.070, 0.082, 0.059, 0.058, -0.341, -0.614, 0.053, -0.358, -0.097, 0.065], "energy_ev": -6777.723, "total_charge": -1, "gap_ha": 0.243, "mol_weight_g_mol": 74.10, "e_above_lowest_kj_mol": 26.0, "lumo_energy_ev": 4.35}

=====

2.
{"formula": "C32H65FN8O11", "method": "wB97M-V/def2-TZVPD", "elements": ["H", "H", "N", "H", "H", "N", "H", "C", "C", "H", "H", "H", "C", "H", "C", "H", "H", "H", "N", "H", "H", "H", "N", "C", "F", "H", "H", "H", "O", "H", "C", "H", "O", "H", "O", "H", "O", "H", "N", "H", "O", "H", "N", "H", "C", "C", "H", "C", "C", "H", "O", "C", "H", "H", "C", "C", "H", "C", "H", "C", "H", "H", "C", "H", "C", "H", "H", "C", "O", "H", "H", "H", "O", "C", "H", "H", "N", "C", "H", "N", "H", "C", "C", "H", "C", "C", "O", "H", "C", "H", "H", "C", "C", "O", "H", "H", "H", "H", "H", "C", "H", "H", "C", "H", "C", "O", "H", "H", "H", "H", "H", "H", "H", "C", "H", "C", "H"], "coordinates": [[3.64442, 6.16745, 3.82210], [1.17614, -4.26596, -4.96709], [3.54250, 6.74369, 1.82653], [-1.18337, -1.94224, -4.51855], [1.92331, -1.52932, -2.55973], [0.69771, -2.55992, -3.88664], [3.03128, 6.33199, -0.17490], [0.71531, -1.79203, 1.37081], [2.98724, -1.38940, 2.43736], [-7.43622, -5.36362, -6.46197], [-6.31215, 2.61015, -1.82208], [-3.49860, -5.16123, 0.51555], [5.38257, -0.24906, 1.64918], [7.48820, -8.32295, 6.38862], [-9.37022, 1.41372, -0.96715], [-7.23257, 0.07401, 0.14997], [-6.99369, -2.20977, -4.74441], [-8.11375, -4.47680, -5.07222], [-4.43574, -3.38387, -0.01556], [-6.36579, -3.86360, -0.60852], [1.79812, 7.18679, 0.78714], [-4.15435, -4.20220, 1.87406], [-7.94247, 1.48828, -1.19733], [2.04388, -2.53548, 3.20148], [2.38438, 0.11401, 0.30592], [6.42322, -0.82673, 1.56114], [4.82777, -6.79320, 4.32926], [-2.97309, -2.43537, -1.14949], [7.21400, 2.18762, 1.83239], [4.36364, -4.27697, 2.67086], [-7.40426, 2.66052, -1.68348], [7.36518, 5.98994, 1.86990], [-5.71962, -2.15762, -1.50091], [-3.62574, -1.48090, 0.20249], [5.75038, 7.21677, 2.33619], [-7.89774, -3.65159, -6.64311], [-0.21049, -1.68282, 0.41546], [-8.84829, 7.06492, -4.08325], [-6.91823, 7.54466, -3.49029], [7.22291, 6.02566, 3.64625], [-3.88811, -4.40814, -5.47209], [-5.35629, -2.04435, -5.44442], [-6.15790, -3.96043, -5.54900], [5.01098, -2.68461, 4.37438], [4.87503, 6.93195, 1.52803], [7.59452, -8.06982, 5.32978], [-5.25374, -5.13350, 0.82482], [-6.01996, -2.69216, -4.86382], [-0.17513, -2.05659, -4.92706], [0.54913, -2.38318, -1.81989], [0.71947, -2.67499, 2.56266], [-5.56950, -3.11548, -0.75227], [-5.24649, -5.65968, -6.31632], [5.10119, 6.80024, 0.45754], [2.56554, 6.40775, 0.81147], [5.31476, -2.30506, 3.30524], [4.38902, -0.19802, 3.80364], [8.31334, 3.52190, 4.03932], [-6.07258, 0.52122, -1.12728], [-5.79027, 8.44800, -3.58348], [9.13059, 2.86148, 3.73408], [7.52570, 2.91777, 4.49955], [1.37346, -3.75496, -4.01086], [8.83554, 5.96915, 2.87712], [2.11391, -0.93295, 1.32061], [0.19738, -1.08423, -5.26197], [-9.89299, 1.60377, -1.90939], [3.10360, 6.88621, 3.19915], [2.39638, -3.25579, 4.30097], [5.67846, 0.87323, 1.89371], [-0.20880, -2.74082, -5.77927], [5.06582, -6.21227, 5.99378], [2.12459, -4.23652, -3.17159], [5.13612, -3.52236, 2.18373], [4.89282, -0.31816, 0.58453], [3.33786, 7.89769, 3.54447], [6.77829, -6.90869, 5.04131], [-8.05199, 7.81305, -4.22700], [2.10622, 5.44823, 1.06613], [7.77702, 4.18059, 2.86650], [8.40862, -5.78681, 4.41656], [-3.30777, -2.48052, -0.10875], [-5.03026, -4.71557, -5.79063], [-7.47176, -0.50977, -1.52254], [7.79891, 5.62749, 2.80590], [7.31651, -5.73644, 4.55516], [-8.20212, 8.77090, -4.97564], [-2.48679, -2.82082, 0.52788], [-7.47780, -4.39398, -5.95834], [8.64818, -7.87574, 5.11136], [4.73721, -3.13474, 1.14340], [-7.12624, 0.32714, -0.90886], [-6.81768, 6.38767, -2.62488], [6.68459, -4.72086, 4.29104], [-5.57132, -2.86560, -3.88106], [-6.63685, 6.72633, -1.60067], [7.24900, -8.90673, 4.71610], [-6.10824, 9.44762, -3.27224], [8.68280, 4.25642, 4.75979], [5.35054, -6.98324, 5.27149], [-9.65494, 2.18470, -0.24486], [-5.98109, 5.76730, -2.95918], [0.86503, -1.78122, -2.67723], [2.02799, 6.70884, 3.28112], [7.26271, 3.41153, 1.84463], [-8.03617, 3.67610, -1.94761], [-7.73623, 5.79503, -2.64991], [-4.96928, 8.10771, -2.94685], [0.27103, -0.86460, -2.72277], [-5.45559, 8.49315, -4.62422], [6.15218, -4.07142, 1.97285], [-9.64868, 0.42861, -0.58357], [5.07208, -7.96836, 5.65507], [-4.33519, -4.54086, 0.84985], [6.47692, -2.05205, 3.36356], [4.49911, -0.91515, 2.85941], [6.88179, 4.01087, 1.00193]], "lowdin_charge": [0.093, 0.128, -0.205, 0.088, 0.093, -0.207, 0.086, -0.154, 0.032, 0.083, 0.132, 0.093, -0.088, 0.088, -0.051, 0.092, 0.090, 0.088, -0.201, 0.133, 0.090, 0.090, -0.203, -0.154, -0.021, 0.101, 0.092, 0.096, -0.024, 0.076, -0.310, 0.065, -0.022, 0.095, -0.026, 0.088, 0.016, 0.131, -0.210, 0.086, -0.004, 0.094, -0.208, 0.101, -0.304, -0.067, 0.084, -0.046, -0.063, 0.073, 0.042, -0.303, 0.127, 0.136, -0.063, -0.229, 0.156, -0.049, 0.083, -0.058, 0.092, 0.091, -0.329, 0.093, 0.027, 0.086, 0.092, -0.047, 0.008, 0.063, 0.085, 0.095, -0.002, -0.131, 0.085, 0.094, -0.207, -0.327, 0.090, -0.194, 0.132, -0.047, -0.330, 0.078, -0.076, -0.298, -0.004, 0.071, -0.069, 0.084, 0.085, -0.078, -0.074, -0.008, 0.071, 0.091, 0.089, 0.091, 0.088, -0.045, 0.092, 0.089, -0.055, 0.089, -0.304, -0.010, 0.058, 0.084, 0.091, 0.091, 0.074, 0.088, 0.088, -0.061, 0.114, -0.250, 0.133], "energy_ev": -71392.064, "gap_ha": 0.265, "mol_weight_g_mol": 756.91, "lumo_energy_ev": -1.58}

=====

3.
{"formula": "C6H2InO4", "method": "wB97M-V/def2-TZVPD", "elements": ["C", "O", "C", "C", "O", "H", "C", "O", "In", "C", "C", "H", "O"], "coordinates": [[-5.20378, -19.48364, -0.78520], [-5.94785, -18.98452, 2.67413], [-5.22781, -18.78937, 0.41747], [-5.94217, -19.40813, 1.54091], [-6.16369, -21.41167, -2.12457], [-7.79541, -21.85501, -0.16569], [-6.06893, -20.75635, -1.04174], [-7.91048, -20.72725, 2.13741], [-8.45039, -18.48882, 4.06124], [-6.95708, -21.18231, -0.06043], [-7.02888, -20.58064, 1.25016], [-4.61388, -17.97045, 0.76224], [-4.46498, -18.90993, -1.71849]], "lowdin_charge": [-0.154, 0.038, 0.257, -0.247, 0.293, 0.186, -0.181, 0.074, 1.176, 0.297, -0.172, 0.179, 0.254], "energy_ev": -19592.138, "total_charge": 2, "s_squared": 0.92, "gap_ha": [0.178, 0.219], "spin_multiplicity": 2, "mol_weight_g_mol": 252.90, "e_above_lowest_kj_mol": 30.7, "lumo_energy_ev": [-14.09, -13.18]}

=====

4.
{"formula": "C33H41Cl4CrN3O2Si2", "method": "wB97M-V/def2-TZVPD", "elements": ["H", "O", "C", "H", "C", "C", "C", "H", "H", "N", "H", "N", "H", "C", "C", "C", "C", "H", "C", "Si", "H", "C", "C", "H", "H", "C", "C", "H", "O", "C", "C", "Cl", "H", "H", "C", "C", "H", "H", "H", "Cl", "N", "C", "H", "C", "C", "C", "C", "H", "H", "C", "H", "C", "H", "H", "Cl", "H", "Si", "H", "H", "C", "H", "H", "H", "Cr", "H", "H", "C", "C", "H", "H", "Cl", "H", "H", "C", "C", "H", "H", "H", "H", "C", "C", "H", "H", "C", "C", "H"], "coordinates": [[-7.48814, 5.34030, 22.55179], [-6.62869, 4.27965, 14.40711], [-5.12835, 7.18549, 21.91019], [-9.54033, 1.25838, 16.07446], [-5.97620, 6.30921, 18.93339], [-9.62178, 3.47250, 13.01092], [-9.49448, 4.82811, 13.12421], [-4.20599, 7.08304, 21.33313], [-4.71527, 1.38136, 14.12323], [-10.55300, 7.09604, 13.65206], [-6.29914, 3.23117, 18.95143], [-8.66924, 4.20172, 17.57172], [-2.22605, 4.82456, 19.11190], [-10.12561, 7.67397, 16.07567], [-11.84173, 5.04046, 13.78926], [-9.91074, 7.83778, 14.71490], [-10.67165, 2.29733, 17.60343], [-8.13101, 6.51164, 12.72541], [-4.66971, 9.63239, 17.38941], [-6.40517, 6.62074, 20.76633], [-8.49145, 10.28301, 17.43582], [-6.97898, 5.00735, 21.62716], [-4.08847, 5.24532, 16.82203], [-2.86738, 6.32784, 19.57256], [-8.05401, 10.76135, 14.91768], [-5.61042, 8.13333, 15.85939], [-9.58909, 8.55877, 17.02051], [-7.34220, 8.88898, 20.89235], [-7.87249, 5.94894, 15.20083], [-8.81342, 9.63572, 16.63407], [-3.11235, 5.31424, 19.54451], [-5.96738, 0.96355, 16.03584], [-12.69119, 5.58938, 14.29770], [-11.60110, 0.46495, 17.02320], [-11.74521, 1.26404, 17.69072], [-9.61974, 4.26821, 18.54667], [-4.99167, 3.19259, 20.18517], [-10.38103, 7.56064, 12.75730], [-11.90245, 0.87654, 18.71163], [-8.63491, 9.16435, 12.72844], [-5.93409, 7.37369, 16.81396], [-9.62229, 2.13570, 16.75352], [-4.90577, 5.31361, 16.11413], [-7.77925, 7.89556, 20.88082], [-5.16423, 3.27795, 19.11664], [-5.73299, 1.31388, 14.31874], [-10.92997, 2.90979, 13.13826], [-6.10020, 4.45111, 21.90134], [-6.19019, 2.28091, 14.10443], [-7.42599, 5.21589, 14.28528], [-9.76932, 8.25076, 18.09491], [-8.62498, 9.89225, 15.27538], [-3.13018, 4.98136, 20.61623], [-4.29964, 10.65633, 17.64594], [-6.24067, -0.05326, 13.28543], [-9.57338, 4.98485, 19.36583], [-4.65226, 5.00196, 18.63058], [-7.66346, 4.48059, 20.98870], [-12.90925, 3.22517, 13.69559], [-10.59938, 3.35117, 18.48662], [-4.72320, 8.97667, 19.47409], [-7.81538, 3.19556, 16.03741], [-11.43949, 3.43131, 19.21177], [-7.27826, 5.88248, 17.19031], [-7.47855, 4.92347, 12.24363], [-11.14639, 1.87870, 12.97948], [-11.99512, 3.70147, 13.56479], [-8.65887, 3.19826, 16.73313], [-5.07078, 6.40838, 22.77223], [-3.52042, 6.20153, 16.80940], [-11.19030, 6.37179, 16.59569], [-8.40935, 7.74516, 19.95986], [-8.87625, 2.73656, 12.75394], [-4.91813, 8.73646, 18.43366], [-10.57027, 5.63877, 13.55529], [-12.71702, 1.71134, 17.38963], [-4.66334, 2.42739, 18.65838], [-6.05425, 7.94389, 14.90340], [-3.45907, 4.42604, 16.49825], [-8.09028, 5.44807, 12.96079], [-5.50775, 7.53202, 18.16249], [-8.35333, 7.68950, 21.77798], [-4.77887, 10.14256, 15.34791], [-9.12009, 8.94124, 14.41706], [-4.99115, 9.36236, 16.09365], [-5.14300, 8.14972, 22.26008]], "lowdin_charge": [0.041, -0.005, -0.179, 0.133, -0.380, -0.022, -0.143, 0.013, -0.008, 0.073, 0.044, -0.020, 0.049, -0.557, -0.066, -0.299, -0.280, 0.075, -0.070, 0.418, 0.110, -0.170, -0.150, 0.001, 0.116, -0.149, -0.113, 0.024, -0.102, -0.086, -0.193, 0.540, 0.115, 0.058, -0.034, -0.145, 0.015, 0.081, 0.096, 0.699, -0.043, 0.019, -0.005, -0.171, -0.169, -0.986, -0.057, 0.012, -0.003, -0.663, 0.115, -0.116, 0.056, 0.125, 0.483, 0.121, 0.406, 0.000, 0.079, -0.063, 0.112, 0.079, 0.137, 0.744, 0.120, 0.090, -0.107, -0.109, 0.080, 0.055, 0.778, 0.019, 0.115, -0.026, -0.195, 0.099, 0.020, 0.120, 0.035, -0.028, -0.340, 0.025, 0.116, -0.555, -0.057, -0.003], "energy_ev": -137720.718, "s_squared": 6.02, "gap_ha": [0.315, 0.314], "spin_multiplicity": 5, "mol_weight_g_mol": 761.69, "e_above_lowest_kj_mol": 0.0, "lumo_energy_ev": [0.47, 0.39]}